1.
ORCA calculation (the ωB97M-V functional and the def2-TZVPD basis) on C18H40OP2PtSi as an isolated structure in a non-equilibrium geometry.

Last column: Mulliken charge in e.
Geometry (Å):
P: 0.136 -1.364 -6.565  0.79
P: 0.062 1.756 -6.455  0.78
C: -0.230 -0.463 -8.167  -1.03
C: 0.308 0.967 -8.138  -1.02
H: -1.323 -0.481 -8.294  0.46
H: 0.229 -1.040 -8.981  0.51
H: 1.389 0.996 -8.344  0.46
H: -0.209 1.597 -8.874  0.51
C: -1.551 2.575 -6.804  -1.33
H: -1.756 3.284 -5.991  0.40
H: -2.343 1.814 -6.827  0.36
H: -1.509 3.107 -7.764  0.45
C: 1.169 3.202 -6.690  -1.32
H: 0.934 3.731 -7.624  0.41
H: 2.207 2.841 -6.707  0.40
H: 1.033 3.874 -5.831  0.41
C: -0.980 -2.799 -6.813  -1.27
H: -0.776 -3.528 -6.016  0.41
H: -0.814 -3.261 -7.797  0.40
H: -2.017 -2.446 -6.727  0.38
C: 1.725 -2.141 -7.080  -1.32
H: 2.509 -1.373 -7.110  0.36
H: 1.618 -2.611 -8.067  0.43
H: 1.992 -2.898 -6.331  0.40
Pt: -0.004 -0.459 0.116  0.45
C: 0.713 1.262 -1.049  -0.54
C: -0.703 1.223 -1.087  -0.50
C: -1.481 0.793 -2.325  0.00
C: -1.840 -0.708 -2.299  -0.81
C: -0.836 -1.560 -1.573  -0.56
C: 0.569 -1.476 -1.740  -0.37
C: 1.248 -0.601 -2.765  0.18
C: 1.556 0.821 -2.232  -0.84
C: 0.206 -2.193 1.182  -0.95
H: 1.161 2.006 -0.382  0.57
H: -1.238 1.919 -0.431  0.58
H: -0.934 1.049 -3.248  -0.43
H: -2.415 1.379 -2.342  0.52
H: -2.808 -0.795 -1.785  0.40
H: -2.022 -1.096 -3.310  0.28
H: -1.206 -2.509 -1.184  0.60
H: 1.132 -2.366 -1.444  0.55
H: 0.684 -0.559 -3.708  -0.71
H: 2.205 -1.082 -3.019  0.64
H: 2.601 0.800 -1.893  0.42
H: 1.523 1.573 -3.034  0.26
H: 1.141 -2.141 1.761  0.26
H: 0.249 -3.014 0.452  0.49
H: -0.638 -2.352 1.865  0.22
C: 1.525 -0.193 4.151  -0.91
Si: -0.055 0.550 3.396  0.40
C: -1.266 -0.750 4.083  -1.03
C: -0.433 2.058 4.484  -1.12
O: -0.059 0.836 1.806  -0.32
H: 1.472 -0.161 5.248  0.36
H: 2.412 0.374 3.852  0.35
H: 1.671 -1.238 3.865  0.35
H: -1.238 -0.713 5.179  0.38
H: -2.303 -0.562 3.791  0.36
H: -1.011 -1.772 3.800  0.39
H: 0.294 2.859 4.314  0.34
H: -1.433 2.462 4.292  0.33
H: -0.383 1.780 5.553  0.35

Values from the calculation:
Charge   +2
M   557.629 g/mol
Expectation value of S²   6.033
Multiplicity   5
Largest force on an atom   2.89 eV/A
Energy relative to the best compared isomer or geometry (same formula, charge and spin)   0.0 kcal/mol

***

2.
ORCA calculation (the ωB97M-V functional and the def2-TZVPD basis) on C18H41AlBBr3ClF4Mg2N3NaO15S as an isolated structure in a non-equilibrium geometry.

Last column: Mulliken charge in e.
Geometry (Å):
C: -4.817 0.984 2.865  -0.49
O: -5.457 1.743 1.822  -0.48
B: -4.537 2.550 1.191  0.95
O: -4.495 2.663 -0.218  -0.57
C: -3.456 3.472 2.010  -0.35
O: -3.948 4.828 1.917  -0.30
O: -2.202 3.281 1.373  0.02
C: -1.119 3.211 2.285  -0.02
C: -0.283 4.574 2.360  -1.27
N: -1.154 5.739 2.310  0.09
C: -0.816 6.740 3.325  -0.38
C: -1.810 7.958 3.355  0.23
O: -1.360 9.003 3.592  -0.48
Br: -3.773 7.853 2.958  -0.01
C: -0.208 1.973 1.885  -1.04
Br: 1.566 2.038 2.795  0.13
C: -0.109 1.742 0.315  0.71
C: 0.189 3.029 -0.523  -1.55
Br: -1.641 0.690 -0.410  0.09
H: -5.436 0.130 3.231  0.34
H: -4.718 1.671 3.746  0.26
H: -3.810 0.585 2.598  0.11
H: -4.432 3.628 -0.367  0.29
H: -3.479 3.185 3.088  0.15
H: -4.901 4.753 2.111  0.33
H: -1.418 3.011 3.346  0.14
H: 0.173 4.571 3.387  0.64
H: 0.578 4.598 1.648  0.14
H: -1.230 6.133 1.375  0.23
H: -0.793 6.316 4.354  0.46
H: 0.209 7.140 3.126  0.30
H: -0.730 1.083 2.336  0.85
H: 0.805 1.059 0.139  0.19
H: 0.437 2.703 -1.557  0.48
H: -0.615 3.794 -0.460  0.26
H: 1.125 3.492 -0.109  0.35
Cl: -2.876 6.992 5.496  -0.22
C: 3.325 -1.807 -2.361  -0.92
N: 2.824 -3.144 -1.857  0.19
C: 4.031 -3.990 -1.496  -0.90
C: 2.055 -3.835 -2.950  -1.38
C: 1.978 -2.987 -0.599  -0.44
C: 0.680 -2.195 -0.770  -0.57
O: 0.944 -0.852 -1.191  -0.50
H: 4.123 -1.994 -3.079  0.41
H: 2.518 -1.286 -2.867  0.31
H: 3.708 -1.235 -1.516  0.25
H: 4.641 -4.119 -2.389  0.49
H: 3.684 -4.960 -1.135  0.34
H: 4.594 -3.472 -0.723  0.19
H: 1.226 -3.200 -3.261  1.10
H: 1.685 -4.788 -2.560  0.24
H: 2.733 -4.008 -3.801  0.16
H: 2.626 -2.495 0.138  0.32
H: 1.743 -3.995 -0.252  0.28
H: 0.154 -2.147 0.201  0.41
H: 0.010 -2.673 -1.488  0.59
H: 0.075 -0.392 -1.278  0.04
C: 3.158 -7.300 -2.493  -0.23
O: 4.127 -7.228 -1.746  -0.71
N: 3.166 -7.774 -3.748  0.20
C: 1.955 -7.801 -4.554  -0.71
C: 4.413 -8.265 -4.312  -0.99
H: 2.156 -6.957 -2.174  0.67
H: 1.738 -8.829 -4.844  0.42
H: 2.113 -7.195 -5.451  0.23
H: 1.110 -7.399 -3.993  0.16
H: 4.787 -9.086 -3.699  0.31
H: 5.153 -7.462 -4.307  0.30
H: 4.255 -8.612 -5.331  0.40
F: -3.822 11.410 0.966  -0.45
Al: -2.758 10.454 -0.068  0.60
F: -2.852 11.062 -1.683  -0.39
F: -3.289 8.798 -0.021  -0.36
F: -1.138 10.567 0.521  -0.39
Mg: 1.998 -3.739 -5.359  0.25
O: 6.925 -2.186 -1.003  -0.59
H: 6.252 -1.727 -0.489  0.31
H: 6.658 -3.111 -0.979  0.37
C: -1.535 -8.250 -3.369  0.72
O: -2.622 -8.520 -2.820  -0.68
O: -0.830 -9.380 -3.727  -0.46
O: -1.016 -7.148 -3.627  -0.70
H: -1.507 -9.992 -3.387  0.31
Mg: 1.246 -0.492 0.927  0.86
O: -2.432 1.763 7.521  -0.44
S: -2.591 0.957 6.305  1.15
O: -1.384 0.144 6.110  -0.53
O: -2.781 1.825 5.136  -0.40
O: -3.767 0.094 6.459  -0.47
Na: -5.699 12.036 1.776  1.03

Values from the calculation:
Charge   +1
M   1032.150 g/mol
Total energy   -321435.138 eV
Largest force on an atom   3.59 eV/A

***

3.
ORCA calculation (the ωB97M-V functional and the def2-TZVPD basis) on a 2-piece molecular cluster, C18H41BIN5O6P overall in a non-equilibrium geometry.

Last column: Mulliken charge in e.
Geometry (Å):
C: -3.305 2.276 1.769  -0.82
C: -3.404 0.635 1.772  0.36
C: -2.753 -0.090 3.093  -0.66
O: -1.290 -0.288 3.013  -0.19
N: -0.954 -0.988 1.915  -0.02
C: 0.140 -0.692 1.095  -0.17
N: 0.344 -1.653 -0.073  -0.40
C: 1.369 -1.077 -1.024  0.38
C: 1.667 -2.046 -2.350  -0.64
C: 1.302 -1.163 -3.718  -0.69
C: 2.245 0.175 -3.896  0.36
C: 1.656 1.251 -5.024  -0.59
O: 2.338 2.581 -4.923  -0.32
C: 1.739 3.396 -3.855  0.29
O: 0.549 4.012 -3.911  -0.48
C: 2.744 -0.627 -0.261  -1.28
C: 2.490 0.230 1.146  1.14
C: 3.074 -0.705 2.356  -0.87
C: 4.667 -0.554 2.679  -0.63
C: 5.679 -1.261 1.600  -0.04
N: 7.031 -0.533 1.759  -0.58
P: 3.361 1.910 0.901  0.01
O: 5.060 1.698 0.424  -0.48
I: 3.519 3.188 3.040  -0.07
N: 1.030 0.472 1.453  0.92
B: 0.518 1.807 0.970  0.15
N: 0.155 2.872 2.034  -0.48
O: 0.316 2.228 -0.437  -0.59
H: -2.895 2.600 2.839  0.22
H: -2.436 2.567 1.011  0.09
H: -4.291 2.828 1.464  0.32
H: -2.958 0.267 0.743  0.16
H: -4.553 0.365 1.746  0.07
H: -3.239 -1.168 3.242  0.31
H: -2.939 0.520 4.102  0.31
H: -1.559 -1.830 1.677  0.34
H: -0.560 -1.852 -0.561  0.48
H: 0.879 -0.094 -1.480  0.02
H: 0.967 -3.006 -2.366  0.28
H: 2.806 -2.341 -2.417  0.26
H: 1.398 -1.785 -4.706  0.40
H: 0.166 -0.843 -3.575  0.25
H: 3.350 -0.124 -4.149  0.28
H: 2.288 0.799 -2.882  -0.41
H: 0.506 1.452 -4.920  0.31
H: 1.865 0.818 -6.090  0.30
H: 2.376 3.556 -2.876  0.30
H: 3.314 -1.633 0.024  0.32
H: 3.453 -0.039 -1.020  0.15
H: 2.482 -0.387 3.341  0.37
H: 2.735 -1.826 2.146  0.29
H: 4.853 -1.114 3.717  0.33
H: 5.050 0.543 2.841  0.08
H: 5.825 -2.408 1.896  0.34
H: 5.386 -1.126 0.476  -0.02
H: 7.329 -0.165 0.826  0.20
H: 7.743 -1.160 2.192  0.23
H: 5.067 1.880 -0.566  0.33
H: -0.013 3.777 1.543  0.21
H: -0.659 2.562 2.608  0.18
H: 1.148 2.088 -0.990  0.10
C: -7.331 -1.830 -1.414  -1.24
C: -6.738 -2.072 -0.035  0.28
C: -7.754 -1.795 1.062  -1.25
O: -5.605 -1.227 0.146  -0.47
H: -7.646 -0.786 -1.527  0.33
H: -6.585 -2.021 -2.193  0.31
H: -8.196 -2.477 -1.591  0.39
H: -6.389 -3.108 0.039  0.25
H: -8.083 -0.751 1.036  0.32
H: -7.309 -1.962 2.049  0.30
H: -8.631 -2.441 0.959  0.41
H: -5.905 -0.305 0.082  0.35

Values from the calculation:
Charge   +1
M   592.245 g/mol
Total energy   -57118.656 eV
Largest force on an atom   8.98 eV/A